[1]
Molecular formula: C3H3N2O2
Method: DFT, ωB97M-V with the def2-TZVPD basis set

Last column: Mulliken charge in e.
Cartesian coordinates (Å):
1 C -0.63035 0.53476 0.59103  -0.56
2 C -0.64915 -0.61538 -1.57820  0.68
3 C 1.73205 -0.06472 0.30700  0.61
4 N -1.19984 -0.34117 -0.48295  -0.15
5 N 0.74774 0.40750 0.96306  -0.08
6 O -0.02402 -0.95228 -2.47466  -0.19
7 O 2.69062 -0.55972 -0.10268  -0.19
8 H -1.38661 0.42198 1.45076  0.16
9 H -2.12643 -0.00676 -0.29168  0.37
10 H 0.84598 1.17579 1.61833  0.35

Force components x, y, z for each atom (eV/Å):
-2.391 0.597 0.869
-0.181 -0.244 -0.335
0.962 0.061 1.283
1.434 0.591 0.998
0.018 -0.865 -0.971
-0.316 0.060 0.223
-1.240 0.481 -0.029
1.924 -0.101 -0.986
-1.318 -0.651 -1.348
1.108 0.071 0.297

The LUMO energy (alpha / beta) comes out at -5.61 / -5.61 eV. Its frontier orbital gap (alpha / beta) is 6.6121 / 6.6112 eV. The value obtained for the HOMO energy (alpha / beta) is -12.219 / -12.218 eV. The energy above the lowest of the compared OMol25 structures with the same formula, charge and spin is 436.11 kJ/mol. The net charge is +1.

=====

[2]
Molecular formula: H18O9
Method: DFT, ωB97M-V with the def2-TZVPD basis set

Last column: Mulliken charge in e.
Cartesian coordinates (Å):
1 O -0.36785 -2.97254 2.23757  -0.66
2 H -0.86710 -2.74770 1.44208  0.32
3 H 0.36046 -2.32781 2.26335  0.36
4 O 2.69575 1.54356 2.04268  -0.63
5 H 2.97871 2.37512 2.43761  0.29
6 H 1.74543 1.66878 1.87735  0.34
7 O -2.18975 -2.59098 -2.76622  -0.62
8 H -2.04513 -3.09391 -3.57625  0.30
9 H -1.53937 -1.87479 -2.79295  0.33
10 O 1.96876 -1.35668 1.44807  -0.64
11 H 2.46618 -2.00801 0.93820  0.28
12 H 2.62466 -0.73084 1.80897  0.31
13 O -0.95656 2.68716 0.02358  -0.79
14 H -0.67409 1.72051 0.08610  0.48
15 H -0.86827 2.92572 -0.90007  0.28
16 O -2.34106 1.37514 -2.26194  -0.60
17 H -2.34442 2.00467 -1.51969  0.35
18 H -1.59185 1.63349 -2.81095  0.30
19 O -0.15686 0.03439 0.14518  -0.61
20 H 0.46094 -0.35294 0.79583  0.34
21 H 0.07589 -0.36698 -0.70837  0.30
22 O 0.61126 -1.37346 -2.38137  -0.65
23 H 1.12372 -2.12463 -2.70822  0.28
24 H 0.47651 -0.80991 -3.15596  0.31
25 O -0.21165 2.06874 2.76851  -0.64
26 H -0.51246 2.38848 1.89335  0.37
27 H -0.92186 2.30542 3.37356  0.28

Force components x, y, z for each atom (eV/Å):
0.186 0.210 -0.121
0.062 0.023 0.169
-0.275 -0.276 -0.054
-0.246 -0.051 -0.266
-0.044 -0.134 0.025
0.295 -0.009 0.331
0.112 0.040 -0.217
-0.052 0.081 0.126
-0.158 -0.259 0.179
0.455 0.189 0.194
-0.104 0.120 0.109
-0.320 -0.088 -0.143
0.119 -1.094 0.343
-0.285 0.805 -0.395
0.399 0.186 0.054
0.148 0.244 0.044
-0.130 -0.465 -0.192
-0.174 0.052 0.022
0.084 -0.008 0.046
-0.124 0.105 -0.443
0.005 -0.030 0.336
-0.025 0.160 -0.415
-0.118 0.091 0.159
0.176 -0.078 0.157
-0.107 0.213 -0.626
0.038 0.039 0.607
0.084 -0.068 -0.028

The LUMO energy comes out at -0.23 eV. Its SMILES is O.O.O.O.O.O.O.O.O. Its frontier orbital gap is 10.4848 eV. The value obtained for the HOMO energy is -10.713 eV. The energy above the lowest of the compared OMol25 structures with the same formula, charge and spin is 192.73 kJ/mol.

=====

[3]
Molecular formula: C10H16O
Method: DFT, ωB97M-V with the def2-TZVPD basis set

Last column: Mulliken charge in e.
Cartesian coordinates (Å):
1 C -1.02109 -0.97073 2.70178  -1.29
2 C -0.51139 -1.41889 1.26472  0.82
3 C 0.70510 -2.06145 1.30504  -0.69
4 C 0.98054 -2.66605 0.06286  -0.53
5 C 0.23076 -2.35988 -1.12869  0.30
6 O 0.83959 -2.63843 -2.48481  -0.53
7 C -1.00100 -1.70857 -1.04895  -0.48
8 C -1.32421 -1.23675 0.20210  -0.32
9 H -0.59432 -1.37157 3.58915  0.37
10 H -2.13547 -0.83800 2.69472  0.29
11 H -0.58325 0.04383 2.58934  0.24
12 H 1.43422 -2.30034 2.06396  0.38
13 H 1.89365 -3.13831 -0.10351  0.37
14 H 1.21207 -3.56917 -2.46582  0.31
15 H -1.63752 -1.64456 -1.96626  0.36
16 H -2.18974 -0.68841 0.43892  0.38
17 C 0.76215 1.84499 0.28249  -0.48
18 C -0.06756 2.78495 -0.45750  -0.36
19 C 0.24457 3.18241 -1.94769  -1.15
20 H 0.51207 0.78155 0.14470  -0.14
21 H 1.91967 1.92471 -0.00450  0.25
22 H 0.64889 1.99501 1.36474  0.29
23 H -0.30385 3.60053 0.23423  0.33
24 H -1.10291 2.60366 -0.30068  0.31
25 H 0.33727 2.32098 -2.55544  0.31
26 H 1.23492 3.66766 -2.10910  0.29
27 H -0.48317 3.86081 -2.36581  0.35

Force components x, y, z for each atom (eV/Å):
-0.401 2.615 -3.294
-0.159 -0.498 5.652
-0.033 -2.080 -3.765
-0.834 2.186 -1.564
1.508 -0.888 -0.807
-1.058 -1.206 2.927
0.751 -0.614 -1.713
-0.050 -0.200 -0.545
0.179 -0.937 0.334
1.078 -0.364 0.359
-0.593 0.104 1.004
-0.589 0.490 0.697
1.471 -0.963 -0.150
-0.664 1.631 0.112
0.660 0.290 1.035
-1.315 0.413 -0.268
3.374 -1.881 0.329
-1.240 2.505 -0.767
1.005 0.559 1.686
0.091 0.296 -0.360
-2.395 0.005 0.773
0.312 0.117 -0.210
1.642 1.453 -0.429
-1.447 -1.864 -1.059
-0.370 -1.122 -0.629
-0.522 -0.092 0.669
-0.402 0.045 -0.016

The LUMO energy comes out at 0.88 eV. Its SMILES is Cc1ccc(O)cc1.CCC. Its frontier orbital gap is 9.5008 eV. The value obtained for the HOMO energy is -8.618 eV. The energy above the lowest of the compared OMol25 structures with the same formula, charge and spin is 314.96 kJ/mol.